[1]
The following is a quantum chemistry calculation of a molecular structure, C12H34N3O4Tl in a non-equilibrium geometry, from OMol25.

Properties
Net charge: +2
LUMO energy, eV: -11.606
Kohn-Sham gap, eV: 4.400
Relative energy (zero: lowest compared OMol25 entry of this formula, charge and spin), kcal per mole: 466.27

CARTESIAN COORDINATES (ANGSTROEM)
Tl 1.008 3.466 -1.304
O 0.504 1.782 -0.604
H 0.101 1.110 -0.021
C 2.299 -0.563 -2.501
C 1.563 -0.236 -1.178
C 1.260 -1.505 -0.367
O 0.529 -2.540 -1.022
C -0.390 -3.191 -0.175
N 2.279 0.858 -0.510
H 2.600 0.355 -3.004
H 1.686 -1.072 -3.245
H 3.149 -1.213 -2.293
H 0.622 0.203 -1.508
H 0.688 -1.113 0.474
H 2.167 -1.849 0.131
H -1.001 -2.475 0.374
H 0.116 -3.849 0.532
H -0.964 -3.785 -0.887
H 2.572 1.592 -1.138
H 1.548 1.428 -0.109
C -0.013 2.726 2.527
C 1.145 1.800 2.068
C 0.783 0.388 1.715
O 0.267 -0.259 2.846
C -0.701 -1.265 2.631
N 1.780 2.522 0.960
H 0.366 3.708 2.809
H -0.514 2.294 3.394
H -0.811 2.888 1.803
H 1.906 1.728 2.845
H 1.538 -0.302 1.337
H 0.091 0.532 0.885
H -1.316 -1.491 3.502
H -0.394 -2.083 1.980
H -1.464 -0.830 1.986
H 1.647 3.517 1.075
H 1.263 2.278 0.128
C -1.347 -0.990 -2.642
C -1.524 0.361 -1.918
C -1.645 0.088 -0.442
O -2.785 -0.706 -0.097
C -2.919 -1.156 1.263
N -0.355 1.153 -2.216
H -0.633 -1.699 -2.223
H -1.056 -0.941 -3.692
H -2.312 -1.479 -2.771
H -2.434 0.862 -2.249
H -1.751 1.054 0.052
H -0.735 -0.441 -0.160
H -2.043 -1.700 1.616
H -3.868 -1.687 1.322
H -2.938 -0.313 1.953
H 0.066 1.494 -1.364
H 0.372 0.548 -2.571

***

[2]
The following is a quantum chemistry calculation of a molecular structure, C6H7AsMoO13P2S in a non-equilibrium geometry, from OMol25.

Properties
LUMO energy (alpha / beta), eV: -1.272 / -2.249
Spin multiplicity: 3
Kohn-Sham gap (alpha / beta), eV: 8.142 / 8.778
Relative energy (zero: lowest compared OMol25 entry of this formula, charge and spin), kcal per mole: 0.87
Expectation value of S²: 2.012

CARTESIAN COORDINATES (ANGSTROEM)
Mo -0.322 0.914 1.335
O 3.404 0.053 -0.031
As 2.159 0.234 -1.285
O 2.730 0.804 -2.664
O 1.214 1.177 1.875
C 1.561 -1.670 -1.322
C 2.478 -2.499 -1.954
C 2.279 -3.860 -2.099
C 1.177 -4.472 -1.521
C 0.285 -3.695 -0.830
C 0.525 -2.367 -0.688
S -0.747 -1.443 0.193
O -0.425 -1.139 1.617
O -2.046 -2.007 0.040
O -0.491 -0.115 -0.460
H 3.930 0.839 0.182
H 3.311 -2.021 -2.502
H 2.990 -4.450 -2.633
H 0.974 -5.516 -1.603
H -0.595 -4.132 -0.369
O -2.064 3.710 3.479
P -2.712 2.554 2.660
O -3.980 2.118 3.200
O -1.591 1.437 2.592
O -2.736 3.144 1.181
P -1.951 3.190 -0.268
O -1.299 4.655 -0.218
O -2.916 2.870 -1.296
O -0.690 2.359 0.014
H -2.660 4.015 4.163
H -1.792 5.311 -0.787

***

[3]
The following is a quantum chemistry calculation of 2 unconnected molecules or ions with the total composition C7H13FN in a non-equilibrium geometry, from OMol25.

Properties
Net charge: +1
LUMO energy (alpha / beta), eV: -5.434 / -5.434
Kohn-Sham gap (alpha / beta), eV: 9.613 / 9.614
Relative energy (zero: lowest compared OMol25 entry of this formula, charge and spin), kcal per mole: 110.27

CARTESIAN COORDINATES (ANGSTROEM)
C 0.268 -0.377 -0.678
C 0.375 -1.561 1.556
C 0.594 -0.310 0.645
C -0.403 -0.300 1.913
C -0.134 0.597 3.106
C 0.146 -0.297 -3.057
C -0.423 1.603 -1.648
N -0.060 0.186 -1.718
F 0.229 -2.319 -1.286
H -0.104 -2.471 1.256
H 1.179 -1.825 2.186
H 1.468 0.208 0.847
H -1.426 -0.322 1.552
H -0.882 1.441 3.060
H 0.836 0.973 3.067
H -0.370 0.028 3.996
H 0.371 0.599 -3.568
H -0.878 -0.699 -3.442
H 0.827 -1.118 -3.254
H 0.350 2.405 -1.942
H -0.529 1.814 -0.503
H -1.433 1.747 -2.088

***

- The highest relative energy (zero: lowest compared OMol25 entry of this formula, charge and spin) belongs to which entry?
  C12H34N3O4Tl

***

- Look up the relative energy (zero: lowest compared OMol25 entry of this formula, charge and spin) of the first one.
  466.27 kcal per mole